C4H6N2O2 | the ωB97M-V functional and the def2-TZVPD basis

Last column: natural (NBO) charge in e.
Element x y z (Å)
C1 -2.139799 -0.768621 -0.036789  -0.42
N1 -1.207182 0.185751 0.289478  -0.44
N2 -0.046016 0.271037 -0.486609  -0.01
C2 0.744161 1.388369 -0.189466  0.05
C3 1.999109 0.913585 -0.047140  -0.41
C4 2.026657 -0.493575 -0.144204  0.70
O1 2.951649 -1.249209 0.220694  -0.57
O2 0.783449 -0.910246 -0.636904  -0.35
H1 -1.578691 -1.736465 -0.335175  0.20
H2 -2.840603 -0.864534 0.940608  0.22
H3 -2.847424 -0.538706 -0.964804  0.20
H4 -0.898998 -0.154116 1.267135  0.33
H5 0.300800 2.335402 -0.278496  0.24
H6 2.752884 1.621328 0.401669  0.25

Atomic forces in eV per Å
C -3.742 -3.385 -1.792
N 3.396 0.947 3.207
N -1.918 0.863 -1.925
C 0.961 -3.857 -0.785
C 0.501 4.289 1.470
C 2.843 -3.004 1.624
O -2.958 1.596 -1.727
O 0.168 1.053 1.738
H -1.391 0.944 0.805
H 1.591 -0.193 -2.509
H 1.531 -0.056 1.949
H -0.231 1.243 -1.501
H -0.432 1.006 0.502
H -0.322 -1.444 -1.056

Calculated values
- SMILES: CNn1ccc(=O)o1
- Orbital gap: 9.5 eV
- Energy above the lowest of the compared OMol25 structures with the same formula, charge and spin: 106.3 kcal per mole
- Lowest unoccupied orbital energy: 0.240 eV

---

C4H6N2O2 | the ωB97M-V functional and the def2-TZVPD basis

Last column: natural (NBO) charge in e.
Element x y z (Å)
H1 -2.215545 -1.340077 0.561814  0.35
N1 -2.123648 -0.536595 -0.170241  -0.64
C1 -0.739841 -0.362143 -0.285812  0.35
C2 -0.347252 0.601481 -1.358858  0.71
O1 0.558534 1.385569 -1.211458  -0.57
O2 -1.338268 0.966567 -2.126867  -0.66
N2 0.170228 -0.701100 0.573891  -0.49
C3 0.794076 0.421782 1.395985  -0.23
C4 1.558111 -0.674519 0.628654  -0.22
H2 -2.171778 0.527177 -2.203588  0.53
H3 0.818109 1.396895 0.882375  0.26
H4 0.608461 0.127641 2.343130  0.21
H5 2.396564 -0.266713 -0.164091  0.21
H6 2.032249 -1.545965 1.135065  0.20

Atomic forces in eV per Å
H 0.075 2.036 -1.089
N 5.620 -1.886 0.715
C -6.924 0.172 -2.334
C -1.766 2.149 1.271
O 1.013 -0.953 -0.636
O 0.462 1.550 -2.469
N 0.890 -1.047 2.805
C 1.164 -1.778 -3.519
C 4.124 1.370 -1.017
H -0.450 -1.309 0.783
H -0.181 -0.600 0.919
H -0.456 0.431 3.268
H -2.860 -0.876 1.350
H -0.712 0.741 -0.047

Calculated values
- SMILES: [H]/N=C(/C(=O)O)N1CC1
- Orbital gap: 9.5 eV
- Energy above the lowest of the compared OMol25 structures with the same formula, charge and spin: 98.4 kcal per mole
- Lowest unoccupied orbital energy: -0.224 eV

---

C4H6N2O2 | the ωB97M-V functional and the def2-TZVPD basis

Last column: natural (NBO) charge in e.
Element x y z (Å)
C1 0.371508 1.918993 -1.267291  -0.40
N1 0.742582 1.336000 0.027752  -0.62
C2 0.186825 0.237111 0.550796  0.52
C3 -0.716108 -0.638021 -0.051630  -0.48
C4 -0.651841 -1.773040 0.833629  0.46
O1 -1.161589 -3.027329 0.623701  -0.65
N2 0.018989 -1.529225 1.907600  -0.25
O2 0.611354 -0.290704 1.774885  -0.30
H1 1.183611 2.544291 -1.553903  0.21
H2 -0.535170 2.467704 -1.170090  0.20
H3 0.285258 1.248088 -2.255004  0.18
H4 1.743504 1.545208 0.085606  0.41
H5 -1.086335 -0.589619 -0.982258  0.23
H6 -0.992587 -3.449456 1.476207  0.49

Atomic forces in eV per Å
C -0.391 -2.054 -1.677
N 1.627 1.888 -1.077
C -0.743 -2.865 0.055
C 2.496 -0.317 3.975
C -0.558 0.486 -0.790
O 0.077 1.365 0.424
N 0.464 -1.009 0.635
O -0.645 1.692 -2.080
H 0.408 0.915 0.033
H -0.704 0.512 -0.105
H -0.013 0.568 2.449
H -0.682 -0.900 1.178
H -1.266 0.206 -2.992
H -0.070 -0.488 -0.027

Calculated values
- SMILES: CNc1cc(O)no1
- Orbital gap: 9.2 eV
- Energy above the lowest of the compared OMol25 structures with the same formula, charge and spin: 69.5 kcal per mole
- Lowest unoccupied orbital energy: 0.738 eV